(1)
# C11H8N5O7

The ion C11H8N5O7 with charge -1 in a non-equilibrium geometry (ωB97M-V/def2-TZVPD, OMol25).

Geometry (Å):
C1 -3.69690 2.76012 -0.13503
C2 -2.37333 3.09649 -0.78874
O1 -1.37755 2.27875 -0.10548
C3 -0.07715 2.43315 -0.45245
O2 0.28373 3.29805 -1.22338
C4 0.80758 1.40837 0.28167
C5 2.18200 1.38104 -0.10258
N1 3.28783 1.16758 -0.42433
C6 0.48488 -0.29444 0.05515
C7 0.92291 -1.32340 -0.96731
N2 0.60217 -0.93243 -2.31916
O3 0.70758 -1.70146 -3.29869
O4 0.18311 0.25090 -2.46380
C8 1.44780 -2.61717 -0.71186
C9 1.56688 -3.11126 0.60840
N3 2.06159 -4.44753 0.86089
O5 2.04164 -4.93856 2.01165
O6 2.48164 -5.09633 -0.12435
C10 1.01453 -2.23107 1.64332
N4 1.02326 -2.41595 2.99609
O7 0.47548 -1.23571 3.50966
N5 0.10679 -0.30464 2.48422
C11 0.51352 -0.93004 1.37356
H1 -4.51674 3.32261 -0.59399
H2 -3.92768 1.68732 -0.20896
H3 -3.67256 3.04745 0.92901
H4 -2.34081 2.82535 -1.85158
H5 -2.12853 4.15750 -0.64336
H6 0.61332 1.65252 1.36029
H7 -0.55905 0.03004 -0.18229
H8 1.86204 -3.21726 -1.51657

Force components x, y, z for each atom (eV/Å):
C -0.2 0.0 0.3
C 0.4 -0.3 0.2
O 0.4 -0.2 0.2
C -0.3 0.4 -1.5
O 0.0 -0.9 1.0
C 0.2 -1.1 0.0
C 3.3 0.3 -0.7
N -2.3 0.6 0.7
C -3.4 1.4 -0.2
C 0.6 0.3 -1.0
N 0.0 0.5 -0.6
O 0.1 0.6 1.6
O 0.5 -1.4 0.3
C 0.1 1.1 1.2
C -0.6 0.4 -0.4
N 0.1 -0.6 -0.1
O -0.1 1.2 -1.6
O -0.4 0.8 1.0
C 1.1 -1.2 2.9
N -0.8 1.8 -2.3
O -0.4 0.1 -1.4
N 1.9 -3.1 -0.2
C -0.7 1.2 1.9
H 0.2 -0.1 -0.1
H 0.1 0.3 0.0
H 0.0 -0.2 -0.3
H 0.0 0.2 0.2
H 0.1 -0.3 -0.2
H 0.5 -0.7 -0.8
H 0.2 -1.3 0.1
H -0.5 0.1 -0.1

The charge is -1. Its structure (SMILES) is CCOC(=O)[C@H](C#N)[C@H]1C(=[N+]([O-])[O-])C=C([N+](=O)[O-])c2nonc21. As for the energy relative to the best compared isomer or geometry (same formula, charge and spin): 25.1 kcal/mol. The total energy comes out at -33312.634 eV.

Atom charges from the Mulliken analysis, given in e for atoms 1 to 5:
1 C -1.17
2 C -0.24
3 O -0.20
4 C 0.26
5 O -0.61

***

(2)
# C4H7NO

The molecule C4H7NO (ωB97M-V/def2-TZVPD, OMol25).

Geometry (Å):
O1 -2.58337 -0.31500 1.43741
C1 -1.76028 -0.40824 0.56065
C2 -0.56442 0.53211 0.52582
N1 0.61132 0.04726 -0.22055
C3 0.38109 -0.62029 -1.35513
C4 1.78899 0.34797 0.31877
H1 -1.85960 -1.14832 -0.25394
H2 -0.27110 0.72085 1.55958
H3 -0.88483 1.48237 0.08500
H4 1.23550 -0.96385 -1.92259
H5 -0.59983 -0.58037 -1.79946
H6 2.68721 0.10262 -0.23166
H7 1.81933 0.80289 1.29611

Force components x, y, z for each atom (eV/Å):
O 0.4 0.0 -0.4
C -0.3 0.1 0.2
C -0.1 0.1 0.1
N 0.1 -0.1 -0.1
C 0.1 0.1 -0.1
C 0.0 -0.1 0.0
H 0.0 0.1 0.2
H 0.0 0.0 -0.2
H 0.0 -0.1 0.0
H -0.1 0.1 0.1
H 0.1 0.0 0.1
H -0.2 0.0 0.1
H 0.0 -0.1 -0.1

The charge is 0. As for the energy relative to the best compared isomer or geometry (same formula, charge and spin): 84.1 kcal/mol. The total energy comes out at -7796.000 eV.

Atom charges from the Mulliken analysis, given in e for atoms 1 to 5:
1 O -0.45
2 C 0.04
3 C -0.44
4 N 0.11
5 C -0.59

***

> What is the formula in the first record?

C11H8N5O7

***

> energy relative to the best compared isomer or geometry (same formula, charge and spin) of number 2 (C4H7NO)?

84.1 kcal/mol

***

> Which formula does entry 1 have?

C11H8N5O7